No. 1
85
Properties=species:S:1:pos:R:3 method="wB97M-V/def2-TZVPD" charge=+3 s2=0.75 spin_multiplicity=2 homo_lumo_gap_ev="5.9 / 4.5" e_tot_ha=-6360.21606 homo_energy_ev="-14.94 / -14.94" e_above_lowest_ev=0.876
Ir -0.417 -0.362 0.869
I 1.043 -0.025 3.195
Br 3.431 -0.254 5.584
S 0.286 -2.210 -1.402
S -0.447 6.726 1.483
S -3.651 -4.299 -1.832
F 0.913 -6.584 -0.936
F 1.786 -4.785 -1.770
F -0.319 -5.195 -2.049
O 3.633 -0.950 -4.379
O -2.109 -0.441 2.167
N 2.780 0.143 -1.966
N -0.114 -2.437 1.140
N -0.924 1.629 0.697
N -2.016 -0.460 -0.437
N 1.208 0.292 -0.101
C 4.176 2.790 2.116
C 1.112 6.236 3.441
C -2.533 -0.900 3.486
C -2.196 3.167 -0.660
C 0.549 7.268 2.749
C -3.542 -1.524 -1.961
C 0.176 -3.161 0.035
C 4.832 1.781 4.204
C -4.100 -2.766 -2.478
C 3.899 -0.841 -1.981
C 0.726 4.979 2.923
C -4.999 -2.919 -3.501
C -1.820 1.879 -0.288
C 0.044 -4.426 2.455
C -2.573 -1.556 -0.943
C 0.320 -5.172 1.314
C -1.611 4.231 0.029
C 2.514 -0.095 -4.372
C -0.170 -3.078 2.327
C 3.734 -1.727 -3.207
C -4.662 -5.126 -2.925
C -0.397 2.658 1.354
C 0.382 -4.540 0.093
C -0.121 5.078 1.847
C -0.719 4.000 1.066
C -3.918 -0.274 -2.436
C -2.403 0.753 -0.901
C -3.362 0.893 -1.902
C -3.725 2.231 -2.304
C 3.702 0.971 4.187
C 0.693 -5.303 -1.179
C -3.172 3.311 -1.713
C 3.037 1.999 2.084
C 5.062 2.685 3.180
C 2.815 1.116 3.129
C 1.914 0.168 -1.034
C -5.320 -4.273 -3.757
C 2.616 0.906 -3.233
H 2.509 0.433 -5.324
H 0.010 -4.888 3.431
H 5.946 3.307 3.213
H -2.278 -2.498 -0.507
H -6.008 -4.600 -4.522
H 0.660 8.325 2.932
H -1.681 -1.339 3.986
H 5.526 1.693 5.029
H -4.669 -0.189 -3.211
H 1.737 1.543 -3.161
H 4.615 -2.357 -3.316
H 4.366 3.485 1.310
H 1.767 6.375 4.287
H 0.496 -6.238 1.380
H -0.394 -2.479 3.191
H 4.826 -0.271 -2.049
H -4.718 -6.203 -2.904
H 2.850 -2.368 -3.093
H 3.506 1.523 -3.352
H -5.425 -2.100 -4.063
H 0.285 2.424 2.150
H 1.586 -0.678 -4.281
H 3.889 -1.415 -1.057
H 1.056 4.045 3.356
H -3.321 -1.641 3.375
H 2.357 2.059 1.246
H -2.850 -0.013 1.721
H -1.886 5.244 -0.240
H -2.878 -0.044 4.060
H -3.462 4.310 -2.011
H -4.464 2.350 -3.085

No. 2
19
Properties=species:S:1:pos:R:3 method="wB97M-V/def2-TZVPD" spin_multiplicity=1 homo_lumo_gap_ev=10.6 e_tot_ha=-402.25913 homo_energy_ev=-9.85 smiles="C=NCCCC=O.O" e_above_lowest_ev=3.238
O 1.760 0.227 2.148
O -0.330 -1.135 1.523
N 0.926 0.408 -1.365
C 1.796 -0.508 -1.049
C -0.465 0.084 -1.928
C -1.485 0.810 -1.094
C -1.283 0.830 0.438
C -1.240 -0.650 0.897
H -1.477 1.941 -1.353
H -0.243 0.460 -2.937
H 2.702 -0.103 -0.613
H -0.370 1.310 0.635
H -0.637 -0.962 -1.978
H -2.017 -1.273 0.436
H -1.934 1.388 1.094
H 1.034 -0.410 2.622
H 1.850 -1.560 -1.223
H 1.726 -0.226 1.327
H -2.490 0.440 -1.400